1.
Computed, not measured: a molecular structure, C4H9NO2, with ωB97M-V/def2-TZVPD.

The value obtained for the energy above the lowest of the compared OMol25 structures with the same formula, charge and spin is 68.4 kcal/mol.

```
16
Properties=species:S:1:pos:R:3:forces:R:3
C 0.7850 -0.7812 1.2040 -0.071 0.072 -0.159
C 0.8323 0.4816 0.3393 0.152 0.180 -0.033
O -0.0747 -1.2576 -1.6321 -0.498 -0.693 -0.281
C -0.1624 1.5444 0.5922 -0.052 0.393 0.319
N -0.1749 0.8955 -0.6890 0.644 -0.262 0.152
C -1.2164 -0.5769 -1.2054 -0.398 -0.324 -0.093
O -1.8648 -0.9168 -0.2217 0.070 -0.248 -0.390
H 1.0926 -0.4873 2.2192 -0.041 0.013 -0.297
H 1.4870 -1.5586 0.8806 -0.163 0.205 -0.140
H -0.2200 -1.2020 1.2703 0.150 0.105 -0.078
H 1.8347 0.7535 0.0246 -0.054 0.267 0.298
H 0.0090 -2.0071 -1.0324 0.083 -0.103 0.099
H -1.0178 1.2353 1.1916 0.117 0.194 0.050
H 0.1404 2.5802 0.6333 -0.126 0.114 0.070
H 0.2117 1.4084 -1.4776 0.222 -0.063 0.333
H -1.6616 -0.1113 -2.0969 -0.035 0.151 0.150
```
Forces are in eV/Å.

2.
Computed, not measured: a gas-phase ion, C5H11BNO3 (charge -1) in a non-equilibrium geometry, with ωB97M-V/def2-TZVPD.

The total charge is -1. The value obtained for the energy above the lowest of the compared OMol25 structures with the same formula, charge and spin is 12.4 kcal/mol.

```
21
Properties=species:S:1:pos:R:3:forces:R:3
C -3.3813 0.1165 -0.1036 -3.166 0.004 -0.135
C -2.0375 0.6416 -0.4470 -1.230 -0.071 1.304
C -1.3871 1.4982 0.4154 -1.324 -1.670 -0.881
O -1.7751 2.0097 1.4659 0.252 0.435 0.311
O -0.1199 1.8039 -0.0658 -1.956 1.940 -0.494
B 1.0779 1.3647 -0.0680 3.108 -1.662 2.049
O 2.0448 2.3011 -0.4293 0.350 1.001 -1.002
N 1.5504 0.0495 0.5300 -0.912 1.876 -0.192
C 0.8452 -1.1274 0.0790 1.925 1.004 -0.391
C 2.9655 -0.1376 0.5770 -0.637 -2.001 -2.457
H -3.5740 -0.0504 1.0283 0.429 -0.067 -1.718
H -4.2630 0.8729 -0.3947 1.470 -1.303 0.540
H -3.6557 -0.8372 -0.7513 0.604 1.609 1.533
H -1.6241 0.1021 -1.2445 1.186 -0.020 -1.063
H 1.6146 3.1363 -0.7620 0.514 -1.516 0.752
H -0.1482 -0.7521 -0.0360 -1.068 -1.011 -0.177
H 1.0606 -1.9287 0.7891 -0.652 -0.246 -0.068
H 1.3822 -1.3444 -0.8748 -0.895 -0.755 -0.059
H 3.2199 -1.0962 1.1841 -0.113 1.597 -1.175
H 3.2734 -0.1696 -0.5933 0.439 -0.412 2.552
H 3.2827 0.7472 1.0188 1.678 1.266 0.770
```
Forces are in eV/Å.

3.
Computed, not measured: a molecular structure, C39H102O17P2 in a non-equilibrium geometry, with ωB97M-V/def2-TZVPD.

```
160
Properties=species:S:1:pos:R:3:forces:R:3
C 1.0032 -0.2705 4.0302 0.362 1.193 0.484
C 0.0678 -1.4091 4.1514 -0.898 -1.153 -0.131
O 0.6613 -2.5335 4.8632 0.775 -0.428 -0.803
P 1.7127 -3.4774 4.0540 -0.212 1.816 1.498
O 1.2894 -3.8091 2.7005 -0.215 -0.648 -0.411
O 1.9304 -4.5695 5.1842 0.434 -0.215 -0.848
C 0.8521 -5.4955 5.4476 -0.795 0.594 0.251
C 1.3800 -6.8185 5.9707 -0.881 0.421 0.560
O 3.0937 -2.6899 3.9732 0.186 0.427 1.525
C 3.7570 -2.1271 5.1979 1.774 -0.857 -1.689
C 5.0649 -1.4419 4.6873 -1.133 -0.059 -0.912
H 0.4951 0.5389 3.5000 0.079 0.118 0.186
H 1.4314 0.1157 4.9775 -0.707 -0.218 -0.196
H 1.8639 -0.5241 3.4621 0.760 -0.370 -0.803
H -0.8184 -1.1465 4.7216 0.023 -0.068 0.043
H -0.2998 -1.7701 3.1591 0.367 0.314 0.738
H 0.2253 -4.9910 6.2166 0.400 -0.522 -0.230
H 0.1972 -5.5342 4.5673 0.357 -0.454 -0.025
H 1.9010 -6.6065 6.8945 0.304 -0.103 0.223
H 0.5271 -7.4430 6.2302 -0.220 0.053 0.123
H 1.9865 -7.4459 5.3515 0.518 0.188 -0.790
H 3.1793 -1.3925 5.7131 -0.907 0.289 0.056
H 3.9561 -2.9835 5.8422 0.007 0.180 0.099
H 4.8154 -0.8659 3.8014 -0.553 0.249 -0.206
H 5.4765 -0.6840 5.3337 0.173 -0.189 0.741
H 5.8289 -2.0825 4.2635 0.130 -0.583 0.624
C -0.8148 6.2824 -0.5764 0.407 0.860 0.490
C 0.2279 5.1895 -0.9376 -0.501 0.569 0.701
O 0.5043 4.4293 0.2648 -0.060 -0.089 0.435
P 1.5529 4.9819 1.3241 -0.105 1.093 0.111
O 2.6189 5.7578 0.6775 -0.060 0.073 0.274
O 0.7314 5.7229 2.4579 -0.004 -0.161 0.440
C 1.3415 6.2887 3.7043 -0.221 0.663 -2.091
C 0.8069 7.7147 3.7450 0.370 -0.109 2.554
O 1.9965 3.7016 2.1208 0.965 -0.574 -0.564
C 2.9928 2.9808 1.3349 0.736 0.422 -1.052
C 3.5589 1.8769 2.1181 -0.055 -0.045 2.197
H -0.3528 6.9927 0.1469 0.104 -0.303 -0.652
H -1.1268 6.8780 -1.4470 0.172 -0.296 0.139
H -1.7278 6.0160 -0.0030 0.534 -0.774 -0.717
H -0.1236 4.4585 -1.6624 -0.184 0.040 0.016
H 1.1888 5.6031 -1.2939 -0.587 0.088 0.119
H 1.0362 5.6501 4.5270 0.108 0.017 0.033
H 2.4478 6.3684 3.5958 -0.773 -0.538 0.020
H 0.8922 8.1842 2.8029 0.168 0.360 -1.083
H -0.2280 7.8404 4.1265 0.605 -0.356 -0.278
H 1.4996 8.2391 4.4484 -0.704 -0.005 -0.399
H 2.4897 2.5539 0.4634 -0.026 0.294 -0.149
H 3.8313 3.6527 0.9943 -1.176 -0.335 0.303
H 3.9692 2.2889 3.0668 0.356 -0.237 -0.675
H 2.7539 1.2535 2.4942 -0.068 -0.543 -0.358
H 4.2940 1.3236 1.5433 0.052 -0.117 0.110
C -0.2781 1.2610 -5.9672 0.042 -0.943 -0.247
C -1.2857 1.7592 -4.9360 0.082 -0.279 -1.449
C -2.0071 3.0082 -5.4544 -1.231 -0.199 0.631
O -2.1158 0.6186 -4.6759 -0.342 0.336 0.035
H 0.3217 2.0163 -6.4548 0.115 0.427 0.233
H -0.8154 0.7744 -6.7969 -0.164 0.114 0.308
H 0.3682 0.4750 -5.5454 -0.140 0.459 -0.059
H -0.8130 2.0712 -4.0232 0.504 -0.070 0.657
H -2.8793 3.1970 -4.7556 1.017 0.256 -0.711
H -2.4435 2.9292 -6.4724 0.447 -0.214 0.519
H -1.2602 3.8218 -5.4381 -0.577 -0.109 0.039
H -2.4118 0.5917 -3.7509 -0.115 0.274 0.016
C -2.2844 -3.3986 -3.3531 0.057 0.354 1.029
C -2.7065 -2.9921 -4.7331 -1.338 0.569 -1.113
C -4.1232 -2.3276 -4.7765 0.410 -0.204 0.383
O -1.7874 -2.0804 -5.3401 -0.024 0.094 0.187
H -3.0286 -4.1325 -2.9984 0.558 0.050 0.082
H -2.2467 -2.5588 -2.5865 -0.104 -0.753 -1.099
H -1.2793 -3.8350 -3.4375 -0.326 -0.085 0.366
H -2.7201 -3.8928 -5.3921 0.036 0.487 0.487
H -4.0574 -1.3214 -4.3703 0.281 0.252 0.276
H -4.8305 -2.8333 -4.0826 0.202 0.011 -0.945
H -4.4759 -2.1541 -5.8120 -0.048 -0.659 0.564
H -2.1508 -1.1832 -5.1990 0.475 -0.053 -0.148
C -1.3360 3.1370 4.8004 0.896 -0.677 -0.662
C -2.2646 3.1152 3.6396 -0.218 -0.874 -1.375
C -1.4972 2.6163 2.4042 -0.015 -0.897 0.702
O -3.3421 2.2200 4.0627 0.020 0.452 -0.582
H -1.8751 3.3772 5.6636 -0.507 0.968 1.449
H -0.4728 3.7543 4.5689 0.014 0.268 0.378
H -0.9698 2.1208 4.9979 0.022 0.048 -0.323
H -2.6599 4.0860 3.3176 -0.184 0.081 0.758
H -0.5750 3.1763 2.3436 0.298 0.062 -0.060
H -1.9752 2.7026 1.4483 -0.655 0.312 -0.377
H -1.2607 1.5489 2.5143 0.045 0.189 0.151
H -4.1760 2.5171 3.6794 0.171 -0.067 -0.012
C -2.8058 2.6377 -1.2619 0.757 0.279 0.255
C -3.1207 1.2208 -0.8653 -1.865 -0.701 -0.379
C -4.6392 0.9011 -0.6566 0.817 0.012 -0.669
O -2.7262 0.2983 -1.8790 1.180 0.068 -0.288
H -1.6891 2.8053 -1.2464 -1.104 -0.076 0.111
H -3.3158 3.3406 -0.5809 0.357 -0.086 -0.331
H -3.1454 2.7819 -2.2802 -0.203 0.286 -0.231
H -2.5966 0.9659 0.0217 0.540 -0.212 1.075
H -4.7569 -0.1380 -0.3421 0.226 0.134 0.494
H -5.1004 0.8536 -1.6573 -0.090 0.698 0.331
H -5.1342 1.5913 0.0433 0.062 -0.251 -0.405
H -1.7411 0.3031 -1.8751 -0.268 -0.282 0.095
C -3.7353 -2.0732 1.7865 0.276 -1.243 -0.234
C -4.0182 -0.9788 2.7669 0.661 0.375 0.770
C -5.1926 -1.3118 3.6437 -2.180 1.157 -0.843
O -2.8885 -0.7113 3.6340 -0.211 0.515 -0.033
H -2.9847 -1.8390 1.0339 0.366 0.259 0.231
H -4.6296 -2.3100 1.1553 0.471 -0.055 0.942
H -3.3669 -2.9560 2.3843 -0.553 0.556 -0.849
H -4.1362 -0.0361 2.2525 -0.733 0.298 -0.477
H -5.1230 -2.2156 4.2286 0.287 -0.394 -0.091
H -6.1456 -1.3083 3.0304 0.952 -0.454 0.487
H -5.3865 -0.4883 4.3282 0.242 0.089 0.319
H -3.0817 0.1943 3.9908 0.438 -0.901 -0.328
C 2.1302 3.2789 -4.5775 0.428 0.175 -0.121
C 2.5249 2.0668 -3.7576 -0.647 0.101 1.480
C 3.6029 1.2791 -4.3776 1.533 -0.600 -0.151
O 3.0148 2.3824 -2.4277 0.274 0.342 -0.542
H 1.2549 3.8034 -4.1505 0.218 -0.333 -0.494
H 2.0057 2.9244 -5.6167 -0.471 0.422 0.496
H 2.9596 3.9959 -4.6215 -0.062 -0.101 0.209
H 1.6614 1.4216 -3.5753 -0.176 -0.017 -0.408
H 3.9151 0.4592 -3.7255 -0.410 -0.197 -0.129
H 4.5290 1.8552 -4.4584 -0.147 0.344 -0.208
H 3.3425 0.9133 -5.3625 -0.099 -0.174 -0.190
H 2.2681 2.5850 -1.8688 -0.396 0.084 0.185
C -0.1331 -5.6117 0.3042 0.254 -0.581 -0.963
C 1.3833 -5.8573 0.1734 -0.991 0.907 1.011
C 1.6186 -6.7817 -0.9469 1.329 -1.629 -1.461
O 2.0894 -4.6352 -0.0729 0.051 -1.122 -1.147
H -0.6376 -6.4818 0.6887 -0.062 -0.476 0.557
H -0.5548 -5.5345 -0.6913 -0.031 0.363 -0.449
H -0.4433 -4.7526 0.8520 0.175 0.664 0.646
H 1.7175 -6.3640 1.0809 0.287 0.369 0.305
H 2.6686 -7.1150 -1.0544 -0.206 0.302 0.481
H 1.4438 -6.3136 -1.9089 -0.551 0.181 -0.187
H 1.0591 -7.7343 -0.8755 -0.098 0.668 0.053
H 2.1063 -4.1090 0.7102 -0.258 0.426 1.204
C 1.7082 -3.5852 -4.0794 -0.501 -0.344 0.941
C 1.8267 -2.1795 -4.5998 0.453 0.943 0.483
C 1.9280 -2.0552 -6.0909 -0.263 0.330 -0.312
O 0.7249 -1.3127 -4.1582 2.261 -0.017 1.058
H 2.5572 -4.2658 -4.2681 -0.190 0.634 -0.015
H 0.8116 -4.0738 -4.4337 -0.315 -0.162 -0.534
H 1.5344 -3.5084 -3.0016 0.362 -0.199 0.098
H 2.7674 -1.7347 -4.1465 -1.170 -0.268 -0.363
H 0.9696 -2.2249 -6.5843 -0.168 0.096 0.170
H 2.5981 -2.7791 -6.5186 0.613 -0.224 -0.108
H 2.2642 -1.0403 -6.3009 -0.001 -0.064 -0.387
H -0.1151 -1.6089 -4.4788 -1.149 -0.804 -0.798
C 2.2856 -0.6162 -0.4952 0.816 0.655 0.011
C 0.8036 -0.6957 -0.6745 -0.735 -0.253 0.752
C 0.0706 -0.2895 0.6229 0.868 -0.371 0.055
O 0.3095 0.1498 -1.7178 -0.372 0.540 0.970
H 2.8204 -0.7197 -1.4545 -0.174 -0.424 0.349
H 2.5106 -1.4322 0.2225 0.498 0.616 -0.402
H 2.6107 0.3941 -0.1373 -0.328 -0.865 0.112
H 0.5837 -1.7484 -0.9635 -0.171 0.473 0.359
H 0.0627 0.7803 0.7476 -0.143 0.704 -0.482
H 0.5363 -0.5938 1.5714 0.158 -0.545 -0.679
H -0.9293 -0.6644 0.6278 -0.837 -0.138 0.005
H 0.4701 -0.3557 -2.5036 0.235 -0.448 -1.532
```
Forces are in eV/Å.

Respective orbital gap values: 9.95, 5.77, 9.90 eV.